No. 1
The following is a quantum chemistry calculation of a molecular structure, C11H2As2F27O19S5Zr in a non-equilibrium geometry, from the Open Molecules 2025 dataset.

Calculated values
- Orbital gap: 0.2146 Ha
- Multiplicity: 1
- HOMO energy: 3.703 eV
- Total charge: -5

Element x y z (Å)
Zr 0.97 2.89 11.35
As 3.16 0.86 14.18
As -2.86 2.84 12.42
S -1.15 2.13 8.50
S 2.03 4.93 8.31
S 3.71 1.33 9.49
S 4.17 4.56 12.03
S -0.05 -0.67 11.39
F -4.61 2.73 12.75
F 3.68 -0.83 11.06
F -2.39 2.48 14.04
F 2.29 1.59 12.80
F -2.77 4.56 12.83
F -3.15 3.32 10.75
F 1.75 1.02 15.24
F 2.24 6.93 10.12
F -1.09 2.99 12.10
F 2.23 7.59 8.04
F 3.94 -0.08 15.49
F 4.70 -1.19 9.19
F -3.36 3.61 7.79
F 3.70 5.55 14.43
F 2.75 -0.78 13.54
F -1.61 4.13 6.73
F 4.66 0.83 13.23
F 5.06 6.77 13.23
F -1.07 -2.46 13.09
F -2.83 1.18 11.85
F 5.65 0.03 10.67
F 3.67 2.41 14.79
F 2.94 6.76 12.80
F -1.74 4.69 8.83
F 0.24 -0.95 14.00
F 0.40 7.00 9.04
F -1.72 -0.40 13.46
O -1.18 8.57 14.22
O 1.09 -1.52 11.12
O -0.37 2.50 9.71
O -0.20 1.78 7.45
O 0.07 5.17 11.35
O 4.76 2.32 9.49
O 0.31 0.78 11.56
O 5.12 3.66 12.67
O 0.58 7.52 16.22
O 3.27 0.92 8.16
O -2.20 1.17 8.67
O 0.99 3.76 13.60
O 2.88 3.89 11.73
O 3.45 4.81 8.03
O 4.87 5.05 10.84
O 1.19 4.65 7.17
O -1.12 -0.85 10.42
O 2.56 1.72 10.32
O 1.62 4.13 9.50
C 0.07 5.73 12.53
C 0.32 6.86 15.20
C 0.60 5.00 13.76
C -2.03 3.75 7.95
C 4.47 -0.28 10.16
C -0.40 6.99 12.64
C 3.97 6.02 13.19
C -0.48 7.58 14.00
C 0.75 5.51 15.02
C -0.73 -1.19 13.07
C 1.70 6.72 8.94
H -0.94 7.43 11.82
H 1.10 4.91 15.84

Atom-resolved charges from natural (NBO), all expressed in e: 2.513 2.833 2.840 2.344 2.347 2.336 2.321 2.334 -0.647 -0.292 -0.606 -0.610 -0.617 -0.619 -0.620 -0.304 -0.625 -0.363 -0.662 -0.351 -0.347 -0.319 -0.620 -0.331 -0.616 -0.328 -0.328 -0.598 -0.323 -0.607 -0.312 -0.294 -0.324 -0.322 -0.310 -0.666 -0.956 -1.016 -0.952 -0.753 -0.932 -1.013 -0.968 -0.687 -0.980 -0.941 -0.733 -0.993 -0.946 -0.961 -0.974 -0.955 -1.007 -1.016 0.470 0.441 0.395 0.734 0.731 -0.513 0.740 0.471 -0.478 0.727 0.731 0.205 0.219


No. 2
The following is a quantum chemistry calculation of 7 unconnected molecules or ions with the total composition C11H30ClF3O12S in a non-equilibrium geometry, from the Open Molecules 2025 dataset.

Calculated values
- Orbital gap: 0.2313 Ha
- Multiplicity: 1
- HOMO energy: -3.111 eV
- Total charge: -2

Element x y z (Å)
Cl -13.83 -14.53 10.21
S -16.26 -11.43 5.00
F -16.74 -13.42 3.28
F -16.95 -13.93 5.42
F -18.45 -12.77 4.45
O -12.88 -14.75 9.06
O -16.80 -11.02 6.27
O -10.15 -17.32 18.92
O -15.63 -11.09 15.34
O -14.83 -11.72 5.04
O -16.64 -10.49 3.96
O -9.50 -10.26 13.21
O -13.80 -13.17 10.74
O -19.22 -17.76 14.52
O -15.10 -14.94 9.75
O -13.56 -15.36 11.36
O -6.70 -13.12 9.97
C -17.98 -18.15 14.01
C -17.15 -12.99 4.47
C -15.22 -12.20 16.04
C -11.36 -16.42 17.17
C -9.57 -10.72 15.49
C -7.21 -15.16 10.86
C -6.43 -14.48 9.76
C -9.41 -11.32 14.13
C -15.69 -11.63 17.38
C -17.11 -18.04 15.21
C -10.30 -17.41 17.52
H -15.46 -12.38 18.14
H -16.76 -11.44 17.36
H -18.03 -18.98 13.30
H -15.07 -10.75 17.56
H -5.36 -14.70 9.80
H -17.68 -17.33 13.35
H -9.01 -9.80 15.68
H -9.28 -11.38 16.30
H -7.16 -16.25 10.95
H -9.39 -17.22 16.95
H -11.60 -16.42 16.10
H -5.97 -12.76 10.48
H -10.21 -12.05 14.01
H -10.33 -9.80 13.34
H -6.80 -14.81 11.80
H -10.67 -18.38 17.20
H -6.79 -14.74 8.76
H -10.64 -10.60 15.70
H -17.26 -18.81 15.98
H -14.82 -10.67 15.06
H -15.80 -13.06 15.70
H -17.15 -17.05 15.65
H -8.26 -14.86 10.89
H -12.28 -16.49 17.75
H -19.64 -18.60 14.72
H -14.15 -12.31 15.89
H -10.81 -15.49 17.31
H -8.49 -11.90 14.03
H -9.60 -16.58 19.18
H -16.15 -18.18 14.73

Atom-resolved charges from natural (NBO), all expressed in e: 2.517 2.317 -0.330 -0.334 -0.331 -0.860 -0.993 -0.730 -0.717 -0.987 -1.038 -0.710 -0.868 -0.717 -0.870 -0.917 -0.707 -0.091 0.696 -0.063 -0.625 -0.637 -0.629 -0.065 -0.065 -0.606 -0.623 -0.064 0.172 0.214 0.174 0.195 0.145 0.192 0.207 0.198 0.197 0.159 0.222 0.457 0.171 0.466 0.184 0.169 0.176 0.198 0.186 0.465 0.177 0.222 0.241 0.215 0.449 0.163 0.187 0.171 0.466 0.209


No. 3
The following is a quantum chemistry calculation of a molecular structure, C11H30ClI2N2OP2W in a non-equilibrium geometry, from the Open Molecules 2025 dataset.

Calculated values
- Orbital gap (spin up / spin down): 0.1251 / 0.1260 Ha
- Multiplicity: 3
- HOMO energy (spin up / spin down): -17.293 / -17.026 eV
- ΔE to the lowest compared entry with this formula, charge and spin: 8.5673 eV
- Expectation value of S²: 2.037
- Total charge: +3

Element x y z (Å)
W -0.01 0.05 -1.58
I -0.29 3.93 -4.63
I 0.23 2.19 -6.37
Cl 0.00 -1.65 -3.25
P 2.30 -0.04 -1.68
P -2.32 -0.07 -1.69
O -0.01 -0.08 0.66
N -1.13 -0.09 2.81
N 1.22 -0.30 2.72
C -3.00 0.29 -3.35
C -2.35 0.07 2.25
C 2.99 -1.70 -1.30
C -3.28 1.04 -0.59
C 2.98 0.32 -3.34
C 0.03 -0.16 2.01
C 3.25 1.07 -0.58
C -1.40 0.01 4.25
C 1.38 -0.20 4.15
C -3.00 -1.73 -1.31
C 2.46 -0.26 2.16
H -2.06 -0.83 4.53
H -1.91 0.99 4.43
H -4.09 0.14 -3.37
H -3.02 0.84 0.45
H 4.07 0.19 -3.37
H -4.08 -1.76 -1.45
H 2.98 2.11 -0.80
H -2.77 1.32 -3.62
H -3.28 0.07 2.86
H 2.41 -0.90 1.30
H 1.08 0.84 4.42
H -2.51 -2.45 -1.97
H -2.52 -0.38 -4.06
H -2.76 -1.99 -0.27
H -0.68 0.06 5.03
H 0.93 -1.10 4.60
H -4.36 0.90 -0.73
H 4.33 0.94 -0.72
H -2.47 -0.76 1.51
H -3.02 2.08 -0.81
H 4.08 -1.72 -1.45
H 2.58 0.85 2.25
H 2.76 -1.96 -0.27
H 3.37 -0.54 2.72
H 2.50 -0.35 -4.06
H 2.73 1.35 -3.61
H 2.51 -2.43 -1.96
H -2.25 1.18 2.08
H 2.98 0.86 0.46
H 2.43 -0.21 4.52

Atom-resolved charges from natural (NBO), all expressed in e: 1.503 0.216 0.167 -0.163 0.775 0.775 -0.787 -0.388 -0.369 -0.911 -0.465 -0.897 -0.926 -0.911 0.810 -0.927 -0.437 -0.449 -0.898 -0.439 0.242 0.229 0.288 0.263 0.288 0.290 0.260 0.256 0.284 0.209 0.229 0.265 0.259 0.248 0.254 0.251 0.285 0.285 0.219 0.257 0.290 0.227 0.244 0.271 0.259 0.257 0.266 0.230 0.258 0.262


No. 4
The following is a quantum chemistry calculation of a molecular structure, C11H30ClIO4P3V in a non-equilibrium geometry, from the Open Molecules 2025 dataset.

Calculated values
- Orbital gap (spin up / spin down): 0.2335 / 0.2619 Ha
- Multiplicity: 2
- HOMO energy (spin up / spin down): -18.701 / -18.770 eV
- ΔE to the lowest compared entry with this formula, charge and spin: 0.0847 eV
- Expectation value of S²: 0.810
- Total charge: +3

Element x y z (Å)
I 0.29 -2.79 -2.24
V 0.02 -1.25 -0.22
Cl -0.59 -3.11 1.13
P -2.09 -0.26 -0.77
P 2.24 -0.33 -0.60
P 0.11 0.09 1.73
O 0.08 2.14 -2.32
O 1.22 -0.32 2.90
O 0.46 1.68 1.56
O -1.26 0.20 2.63
C -0.32 2.84 1.92
C -3.28 -1.49 -0.13
C 2.98 0.93 0.47
C 3.29 -1.76 -0.21
C 0.08 1.10 -4.67
C -2.80 1.21 0.02
C -1.51 -0.63 3.78
C 2.76 0.22 -2.24
C 1.41 -1.69 3.38
C -2.57 0.02 -2.50
C 0.01 1.58 -3.35
H -3.10 -2.47 -0.58
H -2.33 2.11 -0.36
H -3.64 0.28 -2.52
H 3.00 -2.63 -0.81
H 2.48 -1.93 3.25
H -4.30 -1.15 -0.33
H -1.98 0.84 -2.93
H 2.70 -0.60 -2.96
H 0.98 0.47 -4.83
H -3.87 1.23 -0.22
H 2.99 0.56 1.50
H -2.51 -0.35 4.13
H 3.80 0.57 -2.16
H 0.80 -2.43 2.83
H -0.82 0.47 -4.87
H 1.17 -1.78 4.44
H 2.40 1.85 0.42
H -1.51 -1.71 3.55
H -0.91 2.64 2.82
H 0.08 1.96 -5.38
H 2.14 1.05 -2.59
H 4.32 -1.48 -0.42
H 3.18 -2.01 0.86
H 0.37 3.67 2.13
H -3.14 -1.58 0.96
H -0.78 -0.42 4.57
H -2.39 -0.89 -3.08
H 4.01 1.09 0.11
H -2.67 1.14 1.10
H -0.99 3.13 1.09

Atom-resolved charges from natural (NBO), all expressed in e: 0.125 0.384 -0.212 0.934 0.986 1.833 -0.255 -0.804 -0.842 -0.825 -0.249 -0.904 -0.947 -0.930 -0.858 -0.945 -0.268 -0.928 -0.285 -0.911 0.986 0.272 0.246 0.300 0.270 0.213 0.281 0.186 0.270 0.367 0.284 0.287 0.240 0.297 0.201 0.358 0.237 0.275 0.201 0.222 0.390 0.204 0.289 0.271 0.240 0.276 0.219 0.272 0.277 0.289 0.181


No. 5
The following is a quantum chemistry calculation of 4 unconnected molecules or ions with the total composition C11H30N2O5P in a non-equilibrium geometry, from the Open Molecules 2025 dataset.

Calculated values
- Orbital gap: 0.3091 Ha
- Multiplicity: 1
- HOMO energy: -12.198 eV
- Total charge: +1

Element x y z (Å)
P -3.43 -1.70 -1.67
O -2.14 -2.21 0.53
O -1.71 4.17 0.76
O 4.89 -1.52 0.35
O 1.12 2.59 -2.39
O -2.25 -1.36 -2.44
N -2.25 -2.55 2.97
N -3.25 -1.38 0.14
C 0.59 -3.32 0.80
C 0.61 0.05 -0.22
C -1.84 0.76 0.05
C -0.52 0.37 0.77
C -3.10 0.08 0.55
C 1.35 -2.44 -0.22
C 0.13 3.59 -2.59
C 5.56 -2.42 1.22
C 1.63 -1.00 0.27
C -0.46 4.86 0.85
C -2.17 -2.42 1.84
H -3.20 0.11 1.64
H -4.61 -0.96 -1.82
H 2.30 -2.92 -0.47
H -0.24 5.13 1.89
H -0.39 3.47 -3.55
H -0.23 1.23 1.38
H 0.32 4.18 0.50
H -0.59 3.48 -1.79
H 5.42 -1.43 -0.45
H -0.45 5.75 0.23
H 0.78 -2.39 -1.16
H 5.66 -3.41 0.77
H -0.15 -3.96 0.31
H -1.74 0.63 -1.03
H 6.55 -2.05 1.49
H 4.96 -2.50 2.12
H -4.08 -1.76 0.62
H 0.08 -2.70 1.54
H 1.15 0.98 -0.42
H 0.56 4.59 -2.55
H -2.40 4.76 1.06
H -4.00 0.54 0.12
H 0.20 -0.27 -1.18
H 1.68 -1.00 1.37
H -3.77 -3.06 -1.57
H 2.61 -0.72 -0.10
H 1.28 -3.96 1.35
H -0.66 -0.45 1.48
H 1.77 2.65 -3.09
H -2.03 1.83 0.22

Atom-resolved charges from natural (NBO), all expressed in e: 1.636 -0.311 -0.750 -0.732 -0.733 -0.958 -0.252 -0.330 -0.606 -0.407 -0.467 -0.405 -0.233 -0.405 -0.251 -0.249 -0.404 -0.253 0.462 0.250 -0.042 0.221 0.175 0.167 0.228 0.187 0.178 0.467 0.174 0.192 0.165 0.195 0.240 0.171 0.182 0.438 0.174 0.237 0.169 0.473 0.237 0.199 0.196 -0.030 0.241 0.227 0.184 0.472 0.281


No. 6
The following is a quantum chemistry calculation of a molecular structure, C11H30NO10S4V in a non-equilibrium geometry, from the Open Molecules 2025 dataset.

Calculated values
- Orbital gap (spin up / spin down): 0.2548 / 0.2521 Ha
- Multiplicity: 4
- HOMO energy (spin up / spin down): -10.232 / -10.232 eV
- ΔE to the lowest compared entry with this formula, charge and spin: 0.7546 eV
- Expectation value of S²: 3.754
- Total charge: +1

Element x y z (Å)
V -0.18 2.14 -2.23
S -1.03 -2.45 4.32
S 2.58 3.83 -0.44
S -0.68 -1.30 -2.97
S -3.83 2.21 -2.52
O -0.14 1.03 -0.22
O 4.05 -4.03 0.79
O -1.34 2.50 0.50
O 1.21 3.42 -1.08
O 2.98 -2.59 -0.61
O -0.11 0.12 -2.76
O 4.61 -3.77 -1.43
O -2.32 1.91 -2.41
O -2.05 -2.87 5.31
O -0.37 1.19 1.97
N -0.63 1.56 0.82
C -4.43 1.78 -0.82
C -1.29 -1.84 -1.33
C 3.54 2.29 0.07
C 3.97 -3.48 -0.29
C -4.07 4.06 -2.23
C 2.42 -1.90 0.45
C -2.41 -1.20 -3.69
C 5.48 -4.92 -1.52
C -1.99 -2.10 2.71
C 2.23 4.57 1.23
C -0.72 -0.79 5.01
H 3.11 1.56 0.76
H 4.39 2.59 0.67
H -2.84 -1.47 3.01
H 3.02 -1.07 0.81
H 1.45 5.32 1.24
H -2.89 -2.18 -3.77
H 1.81 3.71 1.76
H 3.73 1.67 -0.80
H 3.09 4.83 1.85
H 5.85 -5.33 -0.58
H -1.32 -1.61 2.01
H -0.54 -1.75 -0.55
H -3.85 4.63 -3.13
H 6.38 -4.64 -2.07
H -2.37 -3.00 2.24
H -5.52 1.80 -0.75
H 1.46 -1.43 0.22
H -2.17 -1.26 -1.10
H -1.66 -2.87 -1.34
H -3.06 -0.58 -3.07
H -3.30 4.40 -1.53
H -0.39 -0.90 6.04
H -1.59 -0.14 5.09
H -5.08 4.30 -1.90
H -3.98 0.82 -0.55
H 4.88 -5.65 -2.07
H 2.39 -2.54 1.33
H -2.30 -0.80 -4.70
H -4.21 2.59 -0.13
H 0.04 -0.35 4.36

Atom-resolved charges from natural (NBO), all expressed in e: 1.568 1.227 1.208 1.254 1.218 -0.628 -0.619 -0.512 -1.055 -0.515 -1.032 -0.498 -1.055 -0.988 -0.454 0.726 -0.781 -0.799 -0.801 0.985 -0.786 -0.268 -0.782 -0.262 -0.808 -0.797 -0.807 0.255 0.254 0.230 0.164 0.266 0.254 0.246 0.253 0.261 0.214 0.213 0.266 0.243 0.200 0.230 0.247 0.191 0.228 0.252 0.226 0.250 0.250 0.237 0.254 0.249 0.196 0.213 0.244 0.258 0.218


No. 7
The following is a quantum chemistry calculation of a molecular structure, C11H31B2CuNO11V2 in a non-equilibrium geometry, from the Open Molecules 2025 dataset.

Calculated values
- Orbital gap (spin up / spin down): 0.2601 / 0.2720 Ha
- Multiplicity: 3
- HOMO energy (spin up / spin down): -5.603 / -5.925 eV
- ΔE to the lowest compared entry with this formula, charge and spin: 5.6324 eV
- Expectation value of S²: 2.050
- Total charge: -1

Element x y z (Å)
Cu 0.78 -0.94 -1.58
V -1.92 1.63 0.70
V -0.05 -0.90 2.59
O 0.91 -0.43 0.70
O -1.86 -0.19 3.71
O -3.11 1.35 -0.36
O -2.43 0.82 -5.27
O -0.21 0.99 -0.46
O 0.13 1.16 1.48
O -3.03 1.14 2.52
O -0.42 -3.01 -0.88
O -2.08 -0.38 1.72
O -0.23 -2.49 2.43
O 5.90 -0.10 3.05
N -0.84 -1.08 -3.32
C -1.51 -2.37 -3.01
C 3.82 0.99 2.49
C 5.98 2.26 3.24
C -2.84 0.31 -3.98
C -0.29 -4.41 -1.09
C -1.56 -2.43 -1.48
C -1.58 0.12 -3.09
C 0.64 0.75 0.48
C -2.63 -0.02 2.75
C 5.35 1.09 2.45
C -3.45 0.88 -6.26
B 1.24 -0.85 4.32
B -1.81 3.94 0.96
H -1.28 3.40 0.20
H -3.03 1.21 -7.22
H 5.62 1.15 1.39
H 0.59 -4.89 -0.66
H -2.66 3.34 1.24
H -1.12 -4.95 -0.63
H 3.38 1.87 2.03
H -3.49 -0.57 -4.01
H 3.44 0.98 3.51
H 7.04 2.01 3.26
H 3.33 0.09 2.14
H -2.51 -2.43 -3.44
H -0.93 0.99 -3.09
H 1.75 -1.52 3.65
H -0.60 -1.21 -4.30
H 5.40 -0.13 3.87
H -2.06 0.06 -2.11
H -3.45 1.14 -3.61
H -4.22 1.64 -6.22
H -3.88 -0.12 -6.20
H 5.63 2.39 4.27
H 1.16 0.12 3.86
H -2.42 -3.05 -1.22
H -0.99 -3.26 -3.36
H -1.21 4.05 1.85
H 6.02 3.20 2.70
H 0.26 -1.28 4.46
H -1.87 -1.57 -0.89
H -0.43 -4.65 -2.14
H 1.81 -0.72 5.23
H -2.15 4.91 0.62

Atom-resolved charges from natural (NBO), all expressed in e: 0.879 1.452 1.393 -0.786 -0.693 -0.531 -0.560 -0.817 -0.722 -0.711 -0.547 -0.731 -0.493 -0.722 -0.684 -0.261 -0.659 -0.638 -0.087 -0.246 -0.125 -0.272 0.963 0.964 0.093 -0.252 -0.770 -0.727 0.004 0.189 0.168 0.211 0.024 0.176 0.213 0.159 0.218 0.213 0.240 0.186 0.237 0.056 0.376 0.460 0.245 0.198 0.166 0.164 0.208 0.038 0.177 0.208 0.026 0.204 0.050 0.252 0.150 0.050 0.029


No. 8
The following is a quantum chemistry calculation of a molecular structure, C11H31N4O15SV in a non-equilibrium geometry, from the Open Molecules 2025 dataset.

Calculated values
- Orbital gap: 0.2767 Ha
- Multiplicity: 1
- HOMO energy: -10.385 eV

Element x y z (Å)
V -2.62 2.90 1.25
S 3.30 3.63 -2.99
O -2.37 0.82 1.13
O -1.28 0.06 -5.16
O 2.84 -4.47 -0.31
O -4.72 -0.99 -2.89
O -2.15 3.39 -0.17
O 2.18 -1.34 2.29
O 3.59 2.44 -1.91
O -3.73 -0.12 3.79
O -4.76 -2.10 -1.02
O 1.31 -1.74 4.21
O -0.65 -1.28 -3.61
O 3.01 4.84 -2.28
O 3.81 -5.32 1.41
O -1.53 3.51 2.26
O 2.41 3.14 -3.99
N 1.71 -0.98 3.36
N -0.52 -0.28 -4.28
N 2.83 -4.92 0.82
N -4.89 -1.09 -1.70
C -4.87 0.16 -0.89
C 3.03 0.94 -0.15
C 1.74 0.47 3.70
C -1.72 -1.49 1.51
C 2.86 2.38 -0.67
C 4.99 3.73 -3.55
C 0.64 0.59 -3.97
C -4.76 -1.07 3.62
C 1.53 -4.98 1.56
C -1.37 -0.12 0.94
C -0.93 -0.31 -0.50
H -3.95 0.69 -1.14
H 0.92 1.01 -4.94
H -0.48 0.58 -0.97
H 1.50 0.03 -3.62
H 0.72 0.75 3.44
H 1.10 -5.97 1.62
H -4.94 0.08 0.19
H -0.04 -0.93 -0.66
H 5.35 2.73 -3.76
H -0.44 0.09 1.52
H 5.48 4.16 -2.68
H -0.93 -2.24 1.45
H -1.90 -1.42 2.59
H 2.56 0.86 0.83
H -3.13 -0.04 3.04
H 1.80 2.60 -0.78
H 1.87 0.64 4.76
H -5.66 0.79 -1.32
H -4.36 -2.00 3.20
H 3.43 2.96 0.05
H -1.73 -0.71 -1.13
H 0.89 -4.25 1.09
H 4.10 0.79 -0.01
H 1.85 -4.72 2.57
H -5.50 -0.69 2.91
H -2.56 -1.91 0.95
H -5.28 -1.28 4.55
H 2.64 0.23 -0.87
H 0.38 1.43 -3.34
H 2.46 1.04 3.13
H 4.94 4.31 -4.47

Atom-resolved charges from Löwdin, all expressed in e: 1.090 0.595 -0.288 0.074 0.063 0.087 -0.310 0.057 -0.287 -0.140 0.051 0.069 0.055 -0.275 0.054 -0.333 -0.276 -0.446 -0.444 -0.451 -0.439 0.023 -0.060 0.049 -0.046 -0.246 -0.109 0.023 -0.162 0.048 -0.547 -0.054 0.084 0.091 0.066 0.098 0.095 0.099 0.078 0.084 0.074 0.113 0.073 0.077 0.072 0.046 0.012 0.120 0.101 0.098 0.076 0.121 0.073 0.083 0.086 0.093 0.070 0.085 0.079 0.077 0.090 0.087 0.076


Number 1: calculated total energy -300852.188 eV. Number 2: calculated total energy -67964.411 eV. Number 3: calculated total energy -66014.382 eV. Number 4: calculated total energy -94233.542 eV. Number 5: calculated total energy -34388.306 eV. Number 6: calculated total energy -102873.837 eV. Number 7: calculated total energy -133283.651 eV. Number 8: calculated total energy -85090.968 eV.